Below is 7 unconnected molecules or ions with the total composition C31H67N2O14, with properties calculated with ωB97M-V with the def2-TZVPD basis set.

Each line ends with the Löwdin charge.
Cartesian coordinates (Å):
O 10.054 1.876 3.858  -0.199
H 1.056 8.856 -1.853  0.087
H 2.777 4.892 -1.292  0.128
H -4.426 -1.831 -3.061  0.079
H -5.014 -4.885 -6.613  0.085
H 4.855 3.908 5.041  0.116
H 2.784 2.673 2.157  0.083
N -0.947 -2.463 2.689  -0.017
H 9.822 0.035 4.725  0.088
C -1.975 -7.343 -0.222  -0.203
H -1.491 -2.615 -4.793  0.131
H -3.464 -3.046 -7.137  0.118
C 2.910 2.727 8.072  -0.113
H 3.305 5.808 4.862  0.083
H -1.339 -3.430 2.754  0.070
O 0.733 5.068 -0.887  -0.204
H -10.176 -0.572 -5.462  0.082
N 2.953 0.438 2.318  -0.022
H 0.316 2.938 1.085  0.082
O 2.356 7.545 -0.966  -0.199
C 4.044 3.171 5.001  -0.189
H -2.012 -4.616 -0.509  0.071
H -7.535 -0.348 -5.677  0.085
H -1.315 0.559 0.625  0.115
H -1.505 -7.729 0.687  0.114
H -7.043 -1.645 -3.692  0.121
O -2.975 -8.085 -2.329  -0.199
H 7.351 2.379 6.658  0.081
C 0.592 5.162 -2.301  -0.107
C 0.551 -0.800 1.489  -0.081
C 2.422 6.559 0.069  -0.192
H 3.365 1.408 6.092  0.128
H -10.052 1.166 -5.129  0.087
H 1.181 9.000 -0.085  0.085
H -2.665 -7.421 -4.243  0.082
O -3.217 -4.509 -5.663  -0.199
H 8.216 4.677 3.456  0.122
H 2.240 4.433 0.332  0.099
O -2.592 -1.985 0.404  -0.168
C -1.700 -5.265 -1.331  -0.115
H -0.181 -2.324 3.415  0.067
H -4.952 -5.261 -4.876  0.090
H 2.087 2.990 7.406  0.084
H -1.209 -7.415 -3.231  0.086
H 2.762 1.713 8.458  0.086
H -6.392 -1.666 -6.066  0.076
H 9.059 2.512 6.196  0.084
H 1.810 5.469 5.760  0.088
H -2.902 -6.834 0.069  0.125
O -3.360 -1.678 -4.804  -0.209
H 8.296 0.825 4.288  0.083
O 4.172 2.809 7.417  -0.203
C 0.716 1.857 1.334  -0.048
O -1.052 -6.421 -0.811  -0.197
O -9.210 -0.023 -3.688  -0.194
H 9.341 0.128 3.016  0.088
H 4.121 2.638 4.048  0.101
H 0.924 4.231 -2.767  0.090
C -9.161 -1.382 -3.242  -0.192
C -7.444 -1.365 -6.064  -0.104
O 2.767 3.818 5.014  -0.201
C 8.689 3.897 4.060  -0.191
H 2.915 3.425 8.913  0.085
H 1.760 6.821 0.903  0.124
H -1.869 -8.960 -3.842  0.080
C 2.183 1.659 1.950  -0.151
H -11.201 0.177 -4.204  0.082
H 0.271 7.648 -0.819  0.083
H 9.445 4.376 4.695  0.124
C 9.328 0.657 3.974  -0.109
C 2.100 5.162 -0.472  -0.189
H 5.121 1.633 6.048  0.111
H 3.450 6.561 0.445  0.121
C -2.265 -8.517 -1.164  -0.203
C 1.146 8.293 -0.921  -0.115
H 8.162 3.956 6.751  0.088
H -7.814 -1.379 -7.093  0.087
C -2.716 -3.401 -6.418  -0.198
C 2.050 -0.715 2.050  -0.102
C 4.164 2.157 6.143  -0.183
H -5.070 -3.571 -5.402  0.066
H 8.578 2.404 2.474  0.127
O -0.991 -2.641 -1.283  -0.277
C 8.093 3.025 6.183  -0.102
C -0.226 0.561 1.053  0.052
H -1.341 -9.038 -1.439  0.119
H 10.055 3.381 2.482  0.121
H -0.467 5.312 -2.530  0.090
H -2.911 -9.231 -0.645  0.114
H 1.157 6.003 -2.712  0.081
H -10.116 -1.888 -3.428  0.122
C -0.205 -2.266 1.351  -0.268
C 2.831 5.126 5.573  -0.112
H 2.537 -1.770 2.337  0.106
H -1.808 -1.476 -6.112  0.117
H 3.380 5.139 6.518  0.082
H 0.559 -3.165 1.179  0.144
C -2.123 -7.964 -3.464  -0.109
H -3.370 -3.220 -3.387  0.081
H -2.669 -1.663 -2.856  0.076
C 9.330 2.868 3.123  -0.194
O 7.658 3.303 4.856  -0.206
C -1.300 -2.286 0.113  -0.415
H -2.568 -5.525 -1.944  0.082
H -9.000 -1.357 -2.160  0.123
C -10.215 0.186 -4.675  -0.117
C -2.254 -2.265 -5.499  -0.191
H -7.954 -3.147 -3.468  0.125
H -1.853 -3.766 -6.984  0.117
O -8.208 -2.294 -5.303  -0.200
H -0.986 -4.722 -1.955  0.077
C -4.640 -4.546 -5.641  -0.107
C -8.000 -2.140 -3.895  -0.188
C -3.452 -2.131 -3.457  -0.092

For the largest force on an atom, the calculation gives 0.153 Eh/bohr. For the lowest unoccupied orbital energy, the calculation gives 0.07556 hartree. As for the total charge: -1. As for the spin multiplicity: 1. The HOMO-LUMO gap comes out at 6.790 eV.


Below is 9 unconnected molecules or ions with the total composition C31H68I4N8O10, with properties calculated with ωB97M-V with the def2-TZVPD basis set.

Each line ends with the Löwdin charge.
Cartesian coordinates (Å):
H -1.872 2.556 -0.937  0.058
H -7.310 -5.039 -1.016  0.089
C 8.251 1.607 1.310  -0.543
H 5.639 0.476 -2.277  0.005
H 10.591 -0.774 4.704  0.088
O -5.747 -3.250 1.246  0.017
H -0.314 -3.073 6.426  0.084
H -11.164 -1.569 -3.024  0.069
H -3.016 -1.787 1.331  0.070
H -14.451 -0.909 -4.925  0.080
H -4.659 0.045 3.660  0.081
C -2.621 1.782 -0.844  -0.654
H -6.386 -1.525 2.769  0.140
C -1.251 -4.266 3.902  -0.071
H -3.967 -1.015 0.042  0.076
H -5.615 0.818 2.381  0.085
O -10.625 -2.363 -5.964  0.017
H -2.098 -4.913 4.138  0.085
C -0.841 0.435 -1.586  -0.696
I -4.227 2.352 -2.176  0.712
N -5.536 -1.274 2.288  0.018
O 12.207 0.381 2.321  0.028
N 7.740 2.718 1.911  0.007
H 12.551 -1.388 5.771  0.070
H -3.634 -2.747 -0.023  0.088
H 7.940 4.793 1.724  0.080
O 7.534 0.640 1.111  0.015
N -12.725 -2.047 -5.249  0.002
H -4.638 6.793 3.700  0.083
H -13.345 -0.996 -3.545  0.071
N -1.648 -2.875 4.012  0.012
H -12.994 -2.587 -6.056  0.136
H -4.498 3.105 4.832  0.087
I -0.845 0.810 -3.741  0.800
H 6.426 1.965 -7.284  0.084
I 3.352 0.809 0.991  0.879
H 4.542 4.584 -6.149  0.083
H -4.908 5.191 1.810  0.142
C -4.919 0.007 2.600  -0.069
N 5.891 3.455 -5.017  0.009
C 3.858 0.927 -1.120  -0.783
C -5.088 5.808 3.833  -0.074
H -4.018 0.160 2.018  0.066
H -3.034 1.828 0.152  0.016
C -0.242 -0.921 -1.248  -0.231
H 5.921 0.961 -0.627  0.041
C -8.653 -3.796 -2.144  -0.538
H 1.933 -1.673 -2.296  0.073
C 5.619 4.483 -6.005  -0.077
H 6.763 2.634 2.146  0.131
C -13.769 -1.557 -4.370  -0.080
H 8.378 4.138 3.310  0.080
C -4.005 3.753 2.840  -0.535
C -10.880 -1.081 -3.956  -0.019
H -6.908 -5.495 -3.251  0.069
H 0.288 -1.414 6.306  0.081
C 7.206 2.034 -6.525  -0.008
H -2.955 3.980 4.704  0.086
H 9.895 2.436 0.204  0.089
H 1.971 1.005 -2.088  0.037
C 11.097 0.153 4.433  -0.001
H 9.966 0.687 0.462  0.086
H 0.857 -2.636 5.160  0.085
H 3.850 1.988 -1.315  0.061
C -7.414 -3.994 -1.307  -0.013
H 14.306 -1.309 5.571  0.082
H 2.917 -1.533 -0.877  0.103
H 13.404 -2.699 4.946  0.083
H 7.736 1.088 -6.480  0.082
O -9.562 -3.053 -1.801  0.018
C 9.707 1.634 0.921  -0.010
H 13.910 -1.079 3.121  0.139
H 10.339 1.773 1.793  0.051
C 8.422 3.956 2.234  -0.081
H -3.086 2.319 4.109  0.079
H -7.492 -3.395 -0.408  0.060
C -0.003 -2.290 5.735  -0.010
C -5.118 -2.214 1.404  -0.545
O -2.122 0.495 -1.062  -0.287
H -14.341 -2.395 -3.967  0.081
H -0.248 -1.600 -2.096  0.108
H -11.277 -0.064 -3.977  0.084
H 5.335 -0.635 -0.901  0.076
O 6.740 1.536 -4.232  -0.001
O -3.732 3.123 1.828  0.012
H -2.399 -2.544 3.427  0.117
C 12.202 -0.114 3.437  -0.539
C -1.138 -1.906 4.817  -0.552
C 2.152 -1.025 -1.454  -0.333
N 13.207 -0.941 3.829  0.006
H -0.912 -1.338 -0.500  0.125
H 7.910 2.819 -6.801  0.084
C 13.371 -1.619 5.101  -0.077
O -1.593 -0.773 4.786  0.021
H -9.580 -4.283 -3.839  0.131
H -9.797 -1.037 -3.999  0.083
H 10.372 0.821 3.979  0.070
H -0.929 -4.482 2.882  0.083
H 6.014 5.441 -5.664  0.082
C -3.614 3.263 4.213  -0.002
H -4.782 5.411 4.794  0.071
C -11.380 -1.875 -5.135  -0.554
C 6.605 2.308 -5.167  -0.565
H -0.437 -4.491 4.582  0.071
H 5.514 3.573 -4.090  0.136
C -3.852 -1.916 0.641  -0.002
N -8.735 -4.471 -3.321  0.013
H 11.494 0.625 5.332  0.086
H -8.227 -6.365 -4.048  0.081
C 2.772 0.285 -1.994  -0.734
C -7.770 -5.385 -3.899  -0.077
C 5.262 0.381 -1.267  -0.221
H -6.526 -3.682 -1.857  0.087
H 9.462 3.913 1.930  0.072
O 1.021 -0.821 -0.641  -0.192
H -7.437 -5.009 -4.868  0.084
H 6.077 4.235 -6.956  0.070
I 3.457 -0.055 -4.009  0.906
H -6.174 5.921 3.828  0.084
N -4.678 4.927 2.756  0.012
H -0.211 1.212 -1.167  0.089

For the largest force on an atom, the calculation gives 0.017 Eh/bohr. For the lowest unoccupied orbital energy, the calculation gives 0.01399 hartree. As for the spin multiplicity: 1. The HOMO-LUMO gap comes out at 8.992 eV.